59
Properties=species:S:1:pos:R:3 method="wB97M-V/def2-TZVPD" total_charge=+1 spin_multiplicity=2 e_lumo_ev="-3.877 / -10.070"
C 6.10 -0.14 -4.25
C 4.79 -0.02 -5.00
O 4.71 1.42 -5.02
C 5.85 2.04 -4.71
O 6.06 3.29 -4.66
O 6.66 1.19 -4.35
H 6.82 -0.74 -4.80
H 6.12 -0.24 -3.17
H 3.99 -0.54 -4.46
H 4.93 -0.56 -5.93
C 0.50 -4.79 3.00
C -0.87 -5.21 2.46
C -2.04 -4.98 3.46
O -2.60 -3.81 2.96
C -2.23 -3.61 1.58
O -2.59 -2.66 0.92
O -1.26 -4.52 1.25
H 0.80 -5.50 3.76
H 0.56 -3.83 3.52
H 1.27 -4.92 2.24
H -0.67 -6.27 2.31
H -1.59 -4.92 4.45
H -2.89 -5.67 3.50
C -2.18 1.51 5.45
C -1.29 0.91 4.32
C -1.27 -0.51 3.97
O -0.93 -0.60 2.64
C -1.36 0.55 2.04
O -1.58 0.83 0.83
O -1.81 1.34 3.09
H -1.91 0.73 6.16
H -3.22 1.64 5.16
H -1.81 2.51 5.65
H -0.29 1.34 4.44
H -2.19 -1.04 4.20
H -0.47 -1.02 4.51
C -0.78 3.15 -1.77
C -0.80 4.37 -0.94
C -0.27 5.59 -1.65
O -1.29 6.46 -1.84
C -2.31 6.10 -1.13
O -3.22 6.87 -0.87
O -2.02 4.95 -0.56
H -1.32 2.34 -1.27
H 0.26 2.92 -1.99
H -1.40 3.19 -2.66
H -0.24 4.28 -0.01
H 0.14 5.25 -2.61
H 0.49 6.02 -1.00
C -1.38 -0.98 -1.58
C -1.33 -2.33 -2.20
O -0.27 -2.21 -3.16
C 0.08 -0.95 -3.29
O 1.04 -0.62 -3.92
O -0.79 -0.12 -2.53
F -2.35 -2.73 -2.99
H -0.76 -0.89 -0.69
H -2.40 -0.71 -1.33
H -1.18 -3.16 -1.52

=====

49
Properties=species:S:1:pos:R:3 method="wB97M-V/def2-TZVPD" e_lumo_ev=0.613 de_lowest_kj_mol=23.2 smiles="CC(C)CO[P@](=O)(c1ccc(N(C)C)cc1)[C@@H](O)c1ccncc1"
C -4.71 -0.45 1.43
C -4.59 -0.31 -0.08
C -5.94 -0.49 -0.76
C -3.59 -1.32 -0.65
O -2.28 -1.14 -0.13
P -1.37 0.06 -0.72
O -1.82 0.57 -2.01
C 0.30 -0.61 -0.63
C 1.23 -0.09 -1.51
C 2.57 -0.34 -1.36
C 3.04 -1.13 -0.29
N 4.37 -1.34 -0.10
C 5.34 -0.50 -0.77
C 4.86 -2.27 0.88
C 2.08 -1.69 0.57
C 0.74 -1.43 0.41
C -1.36 1.35 0.66
O -1.53 0.76 1.92
C -0.05 2.06 0.47
C 1.04 1.83 1.30
C 2.26 2.40 0.96
N 2.44 3.16 -0.11
C 1.39 3.40 -0.88
C 0.13 2.88 -0.64
H -3.75 -0.28 1.91
H -5.41 0.29 1.82
H -5.07 -1.44 1.70
H -4.20 0.69 -0.32
H -5.85 -0.37 -1.84
H -6.65 0.24 -0.38
H -6.33 -1.49 -0.56
H -3.55 -1.22 -1.74
H -3.88 -2.34 -0.38
H 0.88 0.53 -2.33
H 3.27 0.07 -2.07
H 6.29 -0.56 -0.25
H 5.50 -0.82 -1.81
H 5.02 0.54 -0.77
H 5.90 -2.49 0.69
H 4.77 -1.88 1.90
H 4.30 -3.21 0.81
H 2.38 -2.33 1.39
H 0.02 -1.87 1.08
H -2.20 2.04 0.51
H -0.97 -0.02 1.97
H 0.95 1.22 2.18
H 3.13 2.23 1.57
H 1.58 4.03 -1.73
H -0.69 3.09 -1.31

=====

58
Properties=species:S:1:pos:R:3 method="wB97M-V/def2-TZVPD" e_lumo_ev=0.327 de_lowest_kj_mol=366.7 smiles="O=C1OCCO1.O=C1OCCO1.O=C1OCCO1.O=C1OCCO1.CC#N.CC#N.CC#N"
O 0.47 1.49 2.42
C 0.17 0.62 1.61
O 0.88 0.33 0.49
C 0.19 -0.78 -0.18
C -1.13 -0.88 0.50
O -0.99 -0.23 1.75
H -0.07 -0.60 -1.22
H 0.81 -1.68 -0.15
H -1.40 -1.93 0.47
H -1.85 -0.27 -0.06
O 0.70 -3.15 -3.50
C -0.04 -3.84 -2.86
O -0.87 -3.49 -2.08
C -1.26 -4.49 -1.16
C -0.89 -5.75 -1.87
O -0.15 -5.21 -2.96
H -0.82 -4.27 -0.18
H -2.33 -4.63 -1.08
H -1.83 -6.20 -2.21
H -0.20 -6.43 -1.38
O 3.27 5.53 1.67
C 2.96 4.87 2.66
O 3.00 3.52 2.65
C 2.99 3.01 3.87
C 2.24 4.06 4.59
O 2.54 5.19 3.90
H 2.54 2.02 3.80
H 3.96 3.07 4.36
H 2.45 4.18 5.65
H 1.21 3.73 4.71
O -3.36 2.65 2.49
C -2.61 3.05 1.51
O -1.74 4.04 1.50
C -1.04 4.21 0.35
C -1.48 3.02 -0.42
O -2.55 2.48 0.36
H -1.36 5.21 0.05
H 0.04 4.11 0.43
H -0.66 2.31 -0.39
H -1.69 3.43 -1.41
C -5.81 1.65 -1.30
C -4.58 0.88 -1.48
N -3.57 0.36 -1.62
H -6.18 1.16 -0.40
H -6.53 1.54 -2.12
H -5.52 2.64 -0.98
C 2.80 -0.45 -3.26
C 3.55 -1.71 -2.96
N 4.11 -2.72 -2.72
H 3.58 0.29 -3.40
H 2.32 -0.25 -2.30
H 2.12 -0.56 -4.11
C 2.44 -4.08 -0.83
C 1.93 -4.38 0.55
N 1.59 -4.61 1.60
H 3.52 -4.11 -0.76
H 2.12 -3.09 -1.15
H 2.02 -4.88 -1.45